A molecular structure, C32H29BrClIrN4O2S2 in a non-equilibrium geometry, computed with ωB97M-V/def2-TZVPD.

Last column: Löwdin charge in e.
Geometry (Å):
Ir  0.204  0.120  0.600  0.623
S  2.454  0.155  -0.122  0.742
C  2.899  1.779  0.192  -0.586
N  4.126  2.103  0.512  -0.044
C  4.445  3.509  0.787  -0.054
C  3.708  4.375  -0.200  -0.057
N  2.275  4.087  -0.104  -0.054
C  1.370  5.248  -0.095  -0.085
C  1.583  6.034  1.181  -0.231
C  2.072  7.334  1.133  -0.036
C  2.258  8.049  2.307  -0.048
C  1.968  7.464  3.531  -0.049
C  1.483  6.162  3.582  -0.054
C  1.294  5.448  2.411  -0.041
C  1.882  2.847  0.043  -0.594
S  0.226  2.442  -0.016  0.771
C  5.212  1.134  0.708  -0.093
C  5.713  1.167  2.130  -0.231
C  4.897  0.715  3.165  -0.034
C  5.365  0.716  4.468  -0.054
C  6.648  1.170  4.745  -0.050
C  7.464  1.620  3.717  -0.050
C  6.996  1.622  2.412  -0.036
H  5.520  3.647  0.700  0.151
H  4.147  3.757  1.809  0.160
H  4.045  4.185  -1.223  0.160
H  3.866  5.426  0.030  0.145
H  0.343  4.902  -0.175  0.089
H  1.594  5.865  -0.965  0.150
H  2.289  7.798  0.177  0.122
H  2.626  9.065  2.264  0.119
H  2.111  8.025  4.444  0.118
H  1.245  5.711  4.536  0.116
H  0.900  4.437  2.455  0.109
H  6.018  1.402  0.022  0.149
H  4.852  0.145  0.442  0.086
H  3.898  0.345  2.949  0.108
H  4.734  0.353  5.268  0.115
H  7.017  1.160  5.762  0.118
H  8.468  1.963  3.928  0.118
H  7.644  1.960  1.610  0.120
C  -3.030  0.805  0.083  -0.030
O  -2.057  -0.251  -0.020  -0.232
C  -2.528  -1.551  0.024  -0.203
C  -3.860  -1.896  0.104  -0.043
C  -4.208  -3.244  0.123  -0.650
Br  -6.040  -3.701  0.183  0.823
C  -3.247  -4.231  0.113  -0.035
C  -1.895  -3.884  0.059  -0.062
C  -1.549  -2.543  -0.031  -0.184
O  -0.248  -2.112  -0.213  -0.066
C  -0.899  -4.955  0.047  -0.271
N  -1.136  -6.125  -0.473  0.196
C  0.012  -6.859  -0.304  -0.215
C  0.293  -8.175  -0.676  0.004
C  1.538  -8.676  -0.361  -0.071
C  2.497  -7.894  0.298  -0.075
C  2.243  -6.586  0.669  -0.023
C  0.988  -6.087  0.358  -0.187
N  0.386  -4.854  0.550  0.142
H  -3.573  0.736  1.025  0.117
H  -3.719  0.760  -0.759  0.116
H  -2.482  1.741  0.050  0.054
H  -4.641  -1.151  0.129  0.110
H  -3.508  -5.279  0.151  0.124
H  0.330  -2.838  -0.502  0.126
H  -0.454  -8.761  -1.194  0.120
H  1.785  -9.695  -0.625  0.110
H  3.466  -8.322  0.517  0.109
H  2.994  -5.993  1.176  0.108
H  0.714  -4.162  1.202  0.158
Cl  0.193  -0.493  2.736  0.023

Results
HOMO (alpha / beta) (Eh): -0.4497 / -0.4496
HOMO-LUMO gap (alpha / beta) (eV): 3.74 / 3.74
Maximum force (eV Å⁻¹): 3.42
Calculated total energy (eV): -150769.884
Total charge: +2